# C3H19NO5

A cluster of 6 separate species, C3H19NO5 in total (ωB97M-V/def2-TZVPD, the OMol25 dataset).

2S+1	1
gap between HOMO and LUMO	9.2	eV
highest occupied orbital energy	-8.72	eV
SMILES string	CCNC.O.O.O.O.O
LUMO	0.5	eV
charge	0
energy above the lowest of the compared OMol25 structures with the same formula, charge and spin	57.6	kJ/mol

Geometry as XYZ:
```
28
C3H19NO5 ωB97M-V/def2-TZVPD
C -1.630 0.439 1.824
C -0.435 0.193 0.915
N -0.767 -0.612 -0.279
C -1.384 0.143 -1.337
H -2.236 1.308 1.540
H -1.318 0.851 2.794
H -2.308 -0.398 1.985
H 0.321 -0.326 1.506
H 0.019 1.129 0.587
H -1.267 -1.399 0.103
H -1.715 -0.600 -2.069
H -2.216 0.817 -1.069
H -0.730 0.847 -1.853
O 1.549 2.955 -0.478
H 1.556 3.289 -1.381
H 2.413 2.655 -0.182
O -0.873 3.830 -1.960
H -1.747 3.431 -1.919
H -0.650 4.138 -1.070
O 2.198 -2.949 0.322
H 1.991 -3.893 0.259
H 2.202 -2.754 -0.624
O 2.460 -1.433 2.565
H 2.190 -2.037 1.843
H 3.331 -1.114 2.307
O -0.205 -3.131 -1.547
H -1.136 -2.926 -1.560
H 0.387 -2.455 -1.223
```